ORCA calculation (wB97M-V/def2-TZVPD) on a cluster of 2 separate species, BH4NS in total at a distorted geometry.

For the gap between HOMO and LUMO, the calculation gives 0.3428 hartree. The energy comes out at -13065.112 eV. Its total charge is 0. As for the molar mass: 60.92 g/mol. The multiplicity is 1. The value obtained for the energy relative to the best compared isomer or geometry (same formula, charge and spin) is 67.7 kcal/mol. As for the LUMO energy: 0.019 hartree.

Geometry (Å):
S (-1.807, -0.084, 0.151)
B (-0.059, -0.112, 0.202)
H (0.751, 1.901, 0.221)
H (0.396, -2.023, -0.345)
H (1.697, 0.745, -0.444)
H (-1.831, -1.323, 0.131)
N (0.853, 0.896, 0.083)